No. 1
This record from OMol25 describes a molecular structure, C17H15BrIrO2. The level of theory is ωB97M-V/def2-TZVPD.

Each line ends with the Löwdin spin population.
Geometry (Å):
C (1.68976, 1.74047, -1.94532)  0.068
C (1.61567, 1.84742, -0.51669)  0.338
C (1.80888, 0.56738, 0.06312)  0.233
H (1.47551, 2.73059, 0.10650)  0.018
C (2.06364, -0.38416, -0.96231)  0.146
C (1.97282, 0.29308, -2.22284)  0.080
H (2.16788, -0.23044, -3.17819)  0.006
H (1.58715, 2.60169, -2.59826)  0.002
H (2.02944, 0.38244, 1.12806)  0.005
H (2.32290, -1.43177, -0.74853)  0.005
Ir (-0.07361, 0.56329, -2.01038)  1.754
Br (-2.29207, -0.43668, -1.28475)  0.398
C (-1.54029, -0.15965, -3.55391)  0.229
C (-0.16435, -0.31281, -3.96102)  0.112
C (0.42585, 1.01068, -4.02111)  0.215
H (0.16635, -1.15817, -4.57017)  0.014
C (-0.55061, 1.96315, -3.50053)  0.083
C (-1.73120, 1.27636, -3.25450)  0.130
H (-2.74182, 1.75386, -3.18022)  0.009
H (-2.28883, -0.88573, -3.84352)  0.009
H (1.27032, 1.27221, -4.62516)  0.022
H (-0.49552, 3.04401, -3.68403)  0.010
O (0.15505, -2.12381, 0.87748)  0.015
C (-0.16952, -1.00766, 1.31516)  0.014
O (-0.22672, 0.10492, 0.67405)  0.082
C (-0.51506, -1.06364, 2.85229)  0.002
C (-0.95109, 0.02036, 3.60861)  0.001
C (-1.16656, -0.04395, 5.00240)  0.000
C (-0.99151, -1.26303, 5.67300)  0.001
C (-0.56819, -2.39357, 4.95345)  0.000
C (-0.33597, -2.29360, 3.54682)  0.001
H (-1.05633, 0.98028, 3.06447)  0.000
H (-1.43611, 0.86567, 5.54714)  0.000
H (-1.11040, -1.31827, 6.76041)  0.000
H (-0.36438, -3.33051, 5.46685)  0.000
H (0.01893, -3.18046, 3.02161)  0.000

HOMO energy (alpha / beta): -0.080 / -0.145 Eh
Orbital gap (alpha / beta): 4.8 / 5.7 eV
Maximum force: 5.98 eV/Å
Spin multiplicity: 5
LUMO energy (alpha / beta): 0.097 / 0.063 Eh
Net charge: -1


No. 2
This record from OMol25 describes a molecular structure, C24H45As3OS5Tl. The level of theory is ωB97M-V/def2-TZVPD.

Each line ends with the Löwdin charge.
Geometry (Å):
Tl (-0.31367, -1.12416, 1.72936)  0.381
C (-1.20201, 0.47216, 4.35058)  -0.295
C (0.14931, 0.11079, 4.08579)  -0.295
C (0.75439, 1.24126, 3.36920)  -0.290
C (-0.19260, 2.21845, 3.23383)  -0.242
C (-1.42111, 1.73172, 3.81919)  -0.218
C (-2.73750, 2.42098, 3.82112)  -0.041
C (0.00352, 3.53276, 2.54934)  -0.054
C (2.20829, 1.29779, 3.04577)  -0.041
C (0.96588, -0.89389, 4.81993)  -0.065
C (-2.20728, -0.35680, 5.08180)  -0.040
H (-3.48596, 1.75738, 3.38139)  0.049
H (-2.71467, 3.34541, 3.24653)  0.065
H (-3.06077, 2.65333, 4.83861)  0.082
H (0.12781, 3.37594, 1.47613)  0.043
H (0.89356, 4.03401, 2.92966)  0.074
H (-0.84669, 4.19261, 2.70219)  0.061
H (2.53453, 0.35209, 2.60798)  0.057
H (2.79025, 1.46614, 3.95839)  0.086
H (2.41893, 2.10484, 2.34776)  0.071
H (1.45540, -1.59150, 4.13407)  -0.025
H (0.36140, -1.47279, 5.51272)  0.079
H (1.75718, -0.38567, 5.37212)  0.088
H (-2.52108, 0.14703, 5.99696)  0.079
H (-1.78551, -1.32317, 5.34413)  0.071
H (-3.08779, -0.52386, 4.46241)  0.054
C (3.49597, 0.25639, -0.11386)  -0.311
As (1.98888, -0.96414, -0.49896)  1.062
C (3.13829, -2.53037, -0.83205)  -0.332
C (1.72652, -0.22121, -2.33172)  -0.360
C (0.82958, -0.90625, -3.35836)  -0.683
C (1.35206, -2.31956, -3.62655)  -0.080
C (-0.63511, -0.98765, -2.93440)  -0.354
As (-1.15424, -2.08797, -1.34659)  1.079
C (-3.08063, -1.79489, -1.65434)  -0.317
C (-1.18993, -3.90480, -2.13420)  -0.314
C (0.92388, -0.13457, -4.68955)  -0.381
As (0.61518, 1.83037, -4.95703)  1.121
C (2.26889, 2.57939, -4.16943)  -0.357
C (-0.62146, 2.44498, -3.54524)  -0.376
H (3.12696, 1.26922, 0.04292)  0.014
H (4.22323, 0.25666, -0.92703)  0.023
H (3.99264, -0.07331, 0.79740)  0.018
H (3.75373, -2.40541, -1.72380)  0.023
H (2.54299, -3.43868, -0.91506)  0.016
H (3.77996, -2.64440, 0.04166)  0.004
H (2.72253, -0.10076, -2.77484)  0.077
H (1.33177, 0.77636, -2.13005)  0.033
H (1.29552, -2.90496, -2.71156)  0.038
H (2.38802, -2.29210, -3.96674)  0.086
H (0.75367, -2.80989, -4.39406)  0.087
H (-1.23047, -1.34377, -3.78438)  0.081
H (-0.99162, 0.01358, -2.68506)  0.024
H (-3.38850, -2.22277, -2.61050)  0.024
H (-3.31376, -0.73133, -1.64609)  0.007
H (-3.64957, -2.27002, -0.85320)  0.016
H (-1.39759, -3.87307, -3.20412)  0.020
H (-1.98813, -4.45528, -1.63978)  0.020
H (-0.26120, -4.44378, -1.96407)  0.014
H (0.24824, -0.62022, -5.40601)  0.056
H (1.93380, -0.27480, -5.09852)  0.063
H (3.14393, 2.07391, -4.57828)  0.012
H (2.28828, 2.50125, -3.08544)  0.003
H (2.33703, 3.63475, -4.43653)  0.006
H (-1.61947, 2.04477, -3.72363)  0.009
H (-0.68044, 3.53284, -3.61829)  0.017
H (-0.30264, 2.18579, -2.53765)  -0.034
S (0.77579, -5.84158, 2.59556)  0.360
C (0.56451, -4.21546, 2.28781)  -1.879
S (1.81727, -3.06290, 2.29227)  0.409
S (-1.07022, -3.81151, 1.95914)  0.375
C (-3.33933, 2.78738, -0.78334)  -0.121
O (-3.62576, 1.71287, 0.08404)  -0.229
C (-2.63277, 0.92402, 0.51570)  -1.273
S (-3.13791, -0.30780, 1.53273)  0.625
S (-1.04553, 1.19789, 0.03495)  0.611
H (-4.30241, 3.26361, -0.96977)  0.093
H (-2.89993, 2.43320, -1.71908)  0.060
H (-2.64430, 3.49311, -0.32196)  0.081

HOMO energy (alpha / beta): -0.146 / -0.138 Eh
Orbital gap (alpha / beta): 5.1 / 4.8 eV
Maximum force: 1.61 eV/Å
LUMO energy (alpha / beta): 0.042 / 0.038 Eh
Net charge: -1


No. 3
This record from OMol25 describes a single C4H8O2 molecule. The level of theory is ωB97M-V/def2-TZVPD.

Each line ends with the Löwdin charge.
Geometry (Å):
C (0.81716, 0.90143, -1.47933)  -0.022
C (0.17950, 0.29691, -0.25157)  -0.396
C (-1.26953, 0.03671, 0.11810)  -0.112
O (-0.97527, -0.29707, 1.50387)  -0.116
C (0.13013, -1.19153, 1.39299)  -0.208
O (0.77970, -0.92150, 0.16139)  -0.067
H (0.30808, 1.84425, -1.71024)  0.085
H (1.83663, 1.15686, -1.16525)  0.087
H (0.87672, 0.28369, -2.37657)  0.080
H (0.34070, 1.04881, 0.52825)  0.143
H (-1.87573, 0.94165, -0.01165)  0.133
H (-1.79695, -0.82394, -0.30589)  0.129
H (0.84596, -1.04390, 2.21416)  0.134
H (-0.22471, -2.23112, 1.40430)  0.130

HOMO energy: -0.354 Eh
Relative energy (zero: lowest compared OMol25 entry of this formula, charge and spin): 2.0031 eV
Orbital gap: 10.7 eV
Maximum force: 0.71 eV/Å
SMILES string: C[C@H]1COCO1
LUMO energy: 0.038 Eh
Net charge: 0